{"formula": "C4H10N2O2", "method": "ωB97M-V/def2-TZVPD", "e_tot_ev": -11386.0848, "smiles": "C=C(C)N.NC(=O)O", "relative_energy_kcal_mol": 18.9, "homo_ev": -8.74, "largest_force_ha_per_bohr": 0.021, "species": ["C", "C", "C", "N", "H", "H", "H", "H", "H", "H", "H", "H", "N", "C", "O", "O", "H", "H"], "positions_angstrom": [[1.7792, 1.3431, -0.8949], [0.7156, 0.4873, -1.5426], [1.0247, -0.5900, -2.2571], [-0.6040, 0.7648, -1.1285], [2.6999, 0.7779, -0.7701], [2.0095, 2.2097, -1.5154], [1.4849, 1.6619, 0.1062], [0.2793, -1.2809, -2.6377], [2.0346, -0.8841, -2.5033], [-0.7276, 1.7227, -0.8276], [-1.0380, -0.2484, 0.3916], [-1.3038, 0.4803, -1.7900], [-1.6156, -1.5831, 3.0716], [-1.3791, -0.5619, 2.1853], [-1.2046, 0.5900, 2.4902], [-1.4239, -1.0001, 0.9070], [-1.4584, -2.5139, 2.7268], [-1.2727, -1.3755, 3.9885]], "atomic_forces_ev_per_a": [[0.0, -0.1, -0.2], [0.6, -0.6, 0.7], [-0.2, -0.4, -0.5], [0.4, 0.4, 0.1], [0.0, -0.1, -0.2], [-0.1, 0.2, 0.1], [-0.2, 0.1, -0.1], [-0.2, 0.2, 0.0], [0.1, 0.3, 0.2], [-0.1, 0.0, -0.1], [-0.4, -0.3, -0.5], [-0.3, 0.0, -0.1], [0.1, 0.3, -0.2], [-0.4, -0.8, -0.4], [0.2, 0.4, 0.2], [0.4, 0.4, 0.5], [0.0, 0.0, 0.0], [-0.1, -0.1, 0.3]], "mulliken_charge": [-1.237, 0.877, -1.031, -0.689, 0.338, 0.284, 0.360, 0.252, 0.276, 0.224, 0.531, 0.216, -0.475, 0.654, -0.590, -0.482, 0.232, 0.259]}


{"formula": "C21H31ClN2O5SYb", "method": "ωB97M-V/def2-TZVPD", "charge": -1, "e_tot_ev": -90388.4845, "s2": 0.7590, "relative_energy_kcal_mol": 0.0, "spin_multiplicity": 2, "homo_ev": [-0.66, -3.67], "largest_force_ha_per_bohr": 0.055, "species": ["Yb", "Cl", "N", "N", "C", "C", "C", "C", "C", "C", "H", "H", "H", "H", "H", "H", "C", "C", "C", "C", "H", "H", "H", "H", "H", "H", "O", "H", "H", "O", "H", "H", "C", "C", "C", "H", "H", "C", "C", "H", "C", "C", "C", "C", "H", "C", "H", "H", "H", "H", "H", "H", "H", "H", "C", "S", "O", "O", "O", "H", "H", "H"], "positions_angstrom": [[-0.3457, 0.0518, 0.3014], [-2.3759, 0.3365, 1.6044], [0.2007, 2.3059, -0.2947], [0.0299, -2.3062, 0.0981], [-0.8534, 3.0333, -0.5924], [-0.8076, -3.1323, -0.4810], [1.1714, 3.1223, 0.5101], [0.3613, 4.3947, 0.7498], [2.4303, 3.1449, -0.3289], [1.5123, 2.4683, 1.8219], [2.1650, 3.1580, -1.3884], [2.9909, 2.2243, -0.1281], [3.0248, 4.0033, -0.0288], [0.6465, 2.5621, 2.4775], [2.3895, 2.9134, 2.3104], [1.7487, 1.4108, 1.6507], [0.8419, -3.0573, 1.1188], [0.6468, -4.4825, 0.6400], [0.2280, -2.8441, 2.4827], [2.2523, -2.4682, 1.0840], [2.6146, -2.4354, 0.0528], [2.9175, -3.0683, 1.7067], [2.2493, -1.4458, 1.4949], [-0.8291, -3.1448, 2.5126], [0.2871, -1.7622, 2.6370], [0.8147, -3.3755, 3.2376], [-0.6066, -4.4289, -0.2183], [0.4704, -5.2053, 1.4369], [1.4934, -4.7957, 0.0203], [-0.8428, 4.2841, -0.1129], [0.9298, 5.3082, 0.5723], [-0.0364, 4.4346, 1.7727], [-2.0176, 2.4717, -1.4038], [-1.9246, -2.6090, -1.3895], [-1.6260, -1.2896, -2.0924], [-2.8041, -2.4575, -0.7344], [-2.1556, -3.4249, -2.0911], [-2.1042, -0.0702, -1.5871], [-1.6883, 1.1646, -2.1094], [-2.7078, -0.0720, -0.6593], [-0.9767, 1.1821, -3.3158], [-0.6525, -0.0437, -3.8992], [-0.5662, 2.4724, -3.9695], [-0.9147, -1.2760, -3.2986], [-0.1673, -0.0349, -4.8773], [-0.4424, -2.5511, -3.9379], [-0.0492, -2.3326, -4.9357], [-1.2557, -3.2778, -4.0480], [0.3600, -3.0326, -3.3615], [-1.4012, 3.1792, -4.0460], [-0.2056, 2.2643, -4.9828], [0.2502, 2.9752, -3.4297], [-2.3251, 3.2686, -2.1038], [-2.8298, 2.2959, -0.6786], [-0.7156, 1.3228, 4.4511], [0.7078, 0.3035, 4.1646], [1.8579, 1.1168, 4.5555], [0.4584, -0.9232, 4.9446], [0.6094, 0.0927, 2.6580], [-0.3855, 1.8538, 5.3589], [-1.5325, 0.6191, 4.6684], [-0.9984, 2.0208, 3.6367]], "atomic_forces_ev_per_a": [[1.2, -0.3, 0.1], [-1.6, 0.3, 1.2], [-1.4, 1.2, 0.2], [-1.0, -1.3, -0.2], [2.1, -1.9, 0.5], [1.6, 2.2, 0.7], [-0.8, -0.7, -0.6], [-0.5, 0.1, -0.1], [0.0, 0.4, -0.2], [0.0, 0.0, 0.0], [0.3, 0.3, 0.0], [0.0, 0.2, -0.1], [0.4, 0.1, -0.2], [0.3, -0.3, 0.1], [-0.2, 0.1, -0.2], [0.0, 0.6, 0.3], [-0.8, 0.5, -0.8], [-0.4, -0.1, -0.9], [-0.2, 0.4, -0.2], [0.0, -0.3, 0.0], [0.1, -0.1, 0.1], [0.2, 0.0, 0.0], [-0.1, -0.4, -0.1], [0.3, -0.1, 0.0], [-0.2, -0.7, 0.5], [-0.2, 0.1, 0.1], [0.8, -0.3, 0.6], [-0.1, 0.1, -0.2], [-0.3, -0.2, -0.2], [0.5, 0.4, 0.0], [-0.4, 0.1, -0.4], [0.2, -0.1, -0.2], [0.2, 0.5, 0.4], [0.1, -0.5, 0.3], [1.1, -1.9, -1.4], [0.2, -0.2, -0.2], [-0.1, 0.3, 0.1], [-1.4, 0.7, 2.3], [0.8, 1.0, -1.7], [0.1, 0.0, -0.9], [-1.0, 1.1, 1.8], [0.8, -0.8, -1.6], [0.2, -0.1, -0.1], [-0.6, -0.2, 1.2], [0.0, -0.1, 0.2], [0.2, 0.0, -0.2], [0.0, -0.1, 0.1], [0.1, 0.1, 0.0], [-0.1, 0.1, 0.0], [0.1, 0.0, 0.0], [0.0, 0.1, 0.1], [-0.1, 0.0, -0.1], [0.0, -0.3, 0.3], [0.1, 0.2, -0.2], [-0.2, 0.2, 0.9], [-1.0, -0.4, -1.2], [-0.2, -0.7, -0.4], [0.7, 1.2, -0.8], [0.6, -0.6, 1.5], [-0.6, 0.1, -0.2], [0.2, 0.5, -0.2], [0.4, -0.6, 0.5]], "mulliken_spin": [0.086, -0.002, 0.020, 0.028, 0.002, 0.012, -0.028, 0.003, 0.008, 0.001, 0.002, 0.006, 0.001, 0.000, -0.001, 0.009, -0.001, 0.004, 0.001, -0.001, 0.005, 0.000, -0.001, 0.002, -0.001, -0.001, 0.003, -0.002, 0.001, 0.000, 0.000, 0.000, -0.044, -0.108, -0.220, 0.061, -0.017, 0.924, -0.320, 0.120, 0.002, 0.474, -0.035, -0.059, 0.062, -0.026, 0.010, 0.000, 0.002, 0.002, 0.011, 0.020, -0.017, 0.029, 0.002, -0.004, 0.000, 0.000, -0.027, 0.000, 0.000, -0.002]}